Entry 1:
{"formula": "C20H13BiCl2N4O4Se4", "method": "the ωB97M-V functional and the def2-TZVPD basis", "symbols": ["Bi", "Cl", "C", "C", "C", "N", "C", "O", "C", "C", "C", "C", "C", "N", "C", "C", "C", "Cl", "N", "C", "O", "C", "C", "C", "C", "C", "N", "H", "H", "H", "H", "H", "H", "H", "H", "H", "H", "Se", "Se", "Se", "Se", "C", "C", "O", "O", "H", "H", "H"], "coordinates": [[-0.803, 0.576, 0.123], [3.246, 4.973, -3.498], [2.292, 3.592, -3.064], [2.163, 3.250, -1.726], [1.422, 2.135, -1.359], [1.205, 1.731, -0.056], [2.170, 1.731, 0.865], [3.332, 2.111, 0.728], [1.719, 1.200, 2.199], [2.291, 1.687, 3.371], [1.734, 1.309, 4.581], [0.652, 0.442, 4.593], [0.221, -0.072, 3.381], [0.754, 0.295, 2.230], [0.836, 1.334, -2.371], [0.961, 1.701, -3.703], [1.679, 2.835, -4.045], [1.772, 3.304, -5.710], [0.188, 0.204, -1.922], [0.189, -0.969, -2.552], [0.500, -1.205, -3.719], [-0.123, -2.102, -1.614], [-0.659, -3.302, -2.069], [-0.795, -4.341, -1.168], [-0.387, -4.155, 0.144], [0.127, -2.916, 0.498], [0.270, -1.927, -0.358], [2.635, 3.852, -0.970], [3.130, 2.364, 3.308], [2.136, 1.696, 5.508], [0.160, 0.174, 5.517], [-0.597, -0.777, 3.310], [0.504, 1.088, -4.463], [-0.977, -3.392, -3.095], [-1.228, -5.284, -1.479], [-0.474, -4.941, 0.880], [0.447, -2.700, 1.507], [-1.337, 2.619, 2.289], [-2.801, 4.198, 1.410], [-3.923, 2.892, -0.199], [-2.175, 2.134, -1.539], [-3.633, -2.993, 0.621], [-2.645, -1.808, 0.602], [-2.051, -1.523, 1.649], [-2.512, -1.222, -0.498], [-3.540, -3.538, 1.558], [-3.433, -3.663, -0.212], [-4.642, -2.599, 0.517]], "forces_ev_per_angstrom": [[-0.550, -0.412, 0.840], [0.168, 0.301, 0.053], [-0.129, -0.140, -0.008], [-0.120, -0.057, -0.008], [0.417, 0.150, -0.615], [-0.032, -0.181, 0.272], [-0.124, 0.043, -0.415], [0.391, 0.205, 0.201], [0.433, 0.162, 0.585], [-0.003, -0.039, -0.065], [0.074, -0.025, -0.036], [0.188, -0.027, -0.029], [-0.155, -0.175, 0.549], [0.133, -0.008, -0.270], [0.397, 0.305, -0.334], [-0.009, -0.005, -0.004], [-0.034, -0.010, 0.214], [0.024, -0.025, -0.346], [-0.070, -0.228, 0.007], [0.039, 0.467, -0.047], [-0.037, -0.246, -0.287], [0.185, -0.626, -0.289], [0.032, 0.056, 0.053], [-0.009, 0.081, -0.011], [0.102, 0.059, 0.026], [0.128, -0.541, 0.259], [0.101, 0.151, -0.164], [0.084, 0.022, 0.076], [-0.016, 0.067, -0.051], [-0.016, 0.070, 0.043], [-0.030, -0.073, 0.003], [-0.121, -0.049, 0.003], [-0.011, -0.010, -0.056], [0.065, 0.049, -0.109], [-0.010, -0.050, -0.025], [-0.034, -0.024, 0.053], [-0.045, -0.070, 0.154], [-0.237, 0.242, 0.305], [-0.039, -0.042, -0.240], [0.072, -0.028, 0.214], [-0.564, 0.910, -0.728], [0.236, 0.198, 0.116], [-0.720, -0.695, -0.306], [0.279, 0.122, 0.937], [-0.235, 0.095, -0.471], [-0.070, -0.008, 0.061], [-0.021, 0.049, -0.100], [-0.108, -0.008, -0.009]], "e_lumo_ev": 4.4481, "gap_ha": 0.212, "total_charge": -2}



Entry 2:
{"formula": "C20H14AuN4O4SeTe", "method": "the ωB97M-V functional and the def2-TZVPD basis", "symbols": ["Au", "O", "C", "O", "C", "C", "C", "N", "C", "C", "C", "O", "O", "H", "H", "H", "Se", "N", "C", "C", "C", "C", "N", "C", "N", "H", "H", "H", "C", "Te", "C", "C", "C", "C", "C", "C", "C", "H", "H", "H", "H", "H", "H", "H", "H"], "coordinates": [[0.322, 0.322, -0.152], [-5.649, 0.351, 3.551], [-5.248, -0.598, 2.861], [-5.735, -1.729, 2.660], [-3.906, -0.345, 2.112], [-3.366, -1.347, 1.311], [-2.181, -1.121, 0.656], [-1.515, 0.045, 0.761], [-2.018, 1.031, 1.526], [-3.214, 0.853, 2.207], [-1.233, 2.364, 1.633], [-1.739, 3.220, 2.355], [-0.152, 2.429, 0.979], [-3.898, -2.284, 1.225], [-1.726, -1.869, 0.021], [-3.597, 1.658, 2.815], [1.929, 0.376, -4.865], [3.618, 0.573, -4.366], [3.614, 0.560, -3.048], [4.768, 0.700, -2.220], [4.578, 0.670, -0.882], [3.268, 0.504, -0.332], [2.184, 0.365, -1.046], [2.324, 0.392, -2.420], [1.294, 0.270, -3.222], [5.741, 0.827, -2.673], [5.404, 0.774, -0.192], [3.129, 0.476, 0.744], [2.566, -1.806, 4.271], [1.286, -0.738, 2.909], [0.955, -2.650, 2.006], [1.896, -3.622, 2.669], [1.992, -4.936, 2.211], [2.849, -5.838, 2.816], [3.625, -5.435, 3.896], [3.532, -4.134, 4.358], [2.672, -3.218, 3.753], [2.136, -1.787, 5.272], [3.544, -1.330, 4.312], [1.141, -2.574, 0.936], [-0.085, -2.938, 2.151], [1.382, -5.248, 1.372], [2.913, -6.855, 2.448], [4.297, -6.134, 4.376], [4.131, -3.816, 5.204]], "forces_ev_per_angstrom": [[-0.040, -0.027, -0.038], [-0.004, -0.001, 0.003], [0.056, 0.021, -0.036], [-0.003, -0.004, 0.006], [-0.069, -0.026, 0.036], [0.004, 0.011, 0.002], [0.004, -0.011, -0.006], [0.037, -0.015, -0.012], [-0.024, 0.034, 0.004], [0.030, 0.001, -0.019], [0.039, -0.024, 0.070], [-0.012, 0.009, -0.023], [-0.010, -0.045, 0.001], [-0.004, -0.001, 0.003], [0.007, 0.006, -0.002], [-0.006, -0.002, 0.003], [0.001, -0.029, 0.004], [0.027, 0.031, 0.025], [-0.016, -0.017, -0.013], [-0.009, -0.002, 0.041], [0.045, 0.004, -0.072], [-0.084, -0.004, -0.009], [0.042, 0.009, 0.017], [0.012, -0.004, -0.046], [-0.007, 0.023, 0.036], [0.002, 0.003, 0.002], [-0.003, -0.002, 0.003], [-0.001, -0.002, 0.001], [-0.023, -0.027, -0.018], [0.045, 0.062, 0.035], [-0.016, 0.019, -0.013], [-0.007, 0.003, 0.003], [0.006, -0.003, -0.005], [-0.002, -0.005, -0.006], [0.006, 0.000, 0.009], [-0.002, 0.002, -0.011], [0.005, 0.004, 0.014], [-0.014, -0.006, -0.006], [-0.005, 0.010, 0.005], [-0.010, 0.003, 0.005], [-0.003, 0.005, 0.014], [-0.001, 0.002, -0.004], [-0.001, -0.003, -0.002], [0.002, -0.003, 0.000], [0.004, 0.000, 0.003]], "e_lumo_ev": -0.2112, "gap_ha": 0.174, "total_charge": -1}



Entry 3:
{"formula": "C20H14Br2FN2O5", "method": "the ωB97M-V functional and the def2-TZVPD basis", "symbols": ["C", "C", "F", "C", "N", "C", "C", "Br", "C", "C", "C", "O", "Br", "C", "C", "C", "C", "C", "C", "N", "H", "H", "H", "H", "H", "H", "H", "H", "H", "H", "H", "H", "C", "C", "C", "O", "C", "C", "C", "O", "O", "O", "H", "H"], "coordinates": [[1.438, -0.497, 3.390], [1.941, -0.197, 1.956], [3.245, -0.705, 1.797], [2.049, 1.295, 1.715], [3.154, 1.894, 2.192], [3.394, 3.211, 2.077], [2.499, 3.984, 1.422], [2.901, 5.851, 1.296], [1.316, 3.432, 0.883], [0.322, 4.283, 0.140], [0.334, 3.961, -1.369], [1.308, 4.073, -2.054], [-1.324, 3.359, -2.242], [1.111, 2.052, 1.068], [-0.144, 1.364, 0.573], [-1.327, 1.775, 1.136], [-2.490, 1.104, 0.717], [-2.278, 0.114, -0.209], [-1.039, -0.203, -0.744], [0.058, 0.435, -0.346], [1.442, 0.406, 4.007], [2.107, -1.264, 3.798], [0.435, -0.925, 3.311], [1.335, -0.685, 1.192], [3.846, 1.323, 2.663], [4.280, 3.676, 2.495], [-0.676, 4.145, 0.563], [0.564, 5.349, 0.214], [-1.364, 2.562, 1.886], [-3.470, 1.331, 1.122], [-3.130, -0.471, -0.555], [-0.957, -1.010, -1.478], [-2.065, -3.938, -3.918], [-1.774, -5.305, -4.055], [-1.454, -6.023, -2.726], [-1.249, -7.232, -2.658], [-1.388, -5.222, -1.521], [-1.665, -3.866, -1.401], [-2.087, -3.180, -2.710], [-2.432, -1.987, -2.722], [-1.608, -3.166, -0.360], [-1.758, -5.960, -5.103], [-2.312, -3.360, -4.803], [-1.091, -5.780, -0.639]], "forces_ev_per_angstrom": [[0.188, -0.218, -0.813], [0.094, -0.009, 0.362], [0.011, 0.174, 0.278], [-0.018, -0.650, -0.299], [0.765, -0.280, 0.569], [0.339, 0.649, 0.053], [-0.604, 0.687, -0.438], [-0.063, -0.519, 0.031], [0.172, 0.380, 0.064], [-0.549, -0.145, -0.221], [0.840, -0.056, -1.046], [-0.875, -0.050, 0.994], [0.357, 0.262, 0.628], [-0.809, 0.043, -0.495], [1.363, 1.424, 0.792], [-1.182, -0.317, 0.068], [1.235, 0.264, 0.198], [-1.863, -0.764, -0.485], [0.427, -0.361, -0.246], [-0.288, -0.258, -0.184], [-0.050, -0.283, 0.067], [-0.196, 0.199, 0.083], [0.111, 0.215, 0.234], [0.045, 0.232, 0.100], [-0.087, -0.130, -0.172], [0.019, -0.570, 0.075], [0.132, -0.020, -0.288], [0.083, -0.258, -0.038], [0.121, -0.151, -0.077], [0.090, -0.038, -0.097], [0.333, -0.050, -0.101], [-0.205, 0.304, 0.241], [-0.112, 0.759, 0.093], [0.155, -0.559, 0.226], [0.062, 0.317, 1.055], [-0.015, -0.136, -0.547], [0.178, -0.413, 0.087], [-0.114, 0.340, -0.271], [-0.104, -0.669, -1.039], [0.047, 0.535, 0.523], [0.095, -0.016, 0.088], [-0.047, 0.201, -0.041], [-0.031, -0.137, -0.095], [-0.049, 0.072, 0.080]], "e_lumo_ev": -0.6438, "gap_ha": 0.059, "total_charge": -1}



Entry 4:
{"formula": "C20H14BrCl3NORh", "method": "the ωB97M-V functional and the def2-TZVPD basis", "symbols": ["Rh", "Br", "C", "C", "C", "C", "C", "C", "C", "C", "C", "C", "H", "H", "H", "H", "H", "H", "Cl", "C", "Cl", "Cl", "C", "N", "C", "C", "O", "C", "C", "C", "C", "C", "C", "H", "H", "H", "H", "H", "H", "H", "H"], "coordinates": [[-0.910, -0.173, 0.313], [-2.399, 0.902, 2.271], [-0.988, 0.825, 3.573], [-1.237, 1.283, 4.851], [-0.248, 1.147, 5.825], [0.967, 0.568, 5.508], [1.260, 0.168, 4.188], [2.527, -0.330, 3.817], [2.826, -0.630, 2.502], [1.860, -0.458, 1.509], [0.578, -0.044, 1.844], [0.259, 0.306, 3.176], [-2.188, 1.733, 5.091], [-0.448, 1.492, 6.827], [1.716, 0.428, 6.275], [3.285, -0.440, 4.579], [3.806, -0.996, 2.233], [2.127, -0.646, 0.476], [-3.724, -4.978, 0.872], [-1.970, -4.623, 0.743], [-1.134, -4.990, 2.290], [-1.226, -5.514, -0.614], [-1.824, -3.219, 0.530], [-1.743, -2.077, 0.407], [0.119, -0.464, -4.005], [-0.504, -0.028, -2.729], [0.080, -0.246, -1.665], [-1.816, 0.635, -2.710], [-2.242, 1.204, -1.490], [-3.515, 1.723, -1.362], [-4.371, 1.728, -2.460], [-3.950, 1.206, -3.674], [-2.684, 0.655, -3.803], [1.108, -0.870, -3.800], [0.194, 0.369, -4.703], [-0.490, -1.237, -4.474], [-1.479, 1.392, -0.677], [-3.844, 2.120, -0.412], [-5.358, 2.155, -2.363], [-4.614, 1.218, -4.525], [-2.378, 0.239, -4.749]], "forces_ev_per_angstrom": [[0.290, 0.382, 1.915], [1.189, -0.657, -0.686], [0.134, 0.108, 0.739], [-0.295, -0.257, -0.884], [0.731, -0.304, 0.019], [-0.534, 0.275, 0.149], [-0.121, 0.128, -0.385], [0.109, -0.093, -0.442], [0.086, 0.420, 0.627], [-0.903, -0.175, -0.455], [-0.253, -0.891, -1.447], [-0.869, 0.056, -0.022], [-0.106, -0.006, 0.091], [0.012, -0.002, 0.074], [0.075, 0.080, 0.002], [0.020, -0.114, 0.080], [0.048, 0.099, -0.031], [-0.107, -0.268, -0.020], [0.738, 0.188, -0.092], [-0.337, -2.037, 0.437], [-0.302, 0.148, -0.614], [-0.281, 0.444, 0.500], [0.006, 2.463, -0.293], [1.175, -0.335, 0.104], [0.410, 0.058, 0.172], [-0.766, 0.335, -0.711], [0.588, -0.918, 1.772], [-0.270, 0.024, 0.381], [0.416, 0.264, -0.062], [0.114, -0.084, 0.190], [0.087, -0.133, 0.028], [-0.071, 0.077, 0.053], [0.303, -0.055, 0.252], [-0.035, 0.023, -0.075], [-0.030, 0.056, -0.048], [-0.112, -0.025, 0.015], [-1.041, 0.570, -1.140], [-0.002, 0.226, -0.035], [-0.084, -0.004, -0.020], [-0.037, 0.023, -0.058], [0.024, -0.093, -0.083]], "e_lumo_ev": [-9.5281, -9.2830], "gap_ha": [0.178, 0.189], "total_charge": 2}



Entry 5:
{"formula": "C20H14Cl2N6O6PtS3", "method": "the ωB97M-V functional and the def2-TZVPD basis", "symbols": ["Pt", "Cl", "C", "C", "C", "Cl", "C", "C", "C", "C", "N", "C", "C", "O", "H", "H", "H", "H", "N", "C", "C", "C", "C", "C", "C", "S", "O", "O", "N", "C", "N", "C", "C", "C", "N", "H", "H", "H", "H", "H", "H", "H", "H", "H", "N", "C", "H", "O", "S", "O", "O", "S"], "coordinates": [[0.369, -0.086, 0.415], [4.351, -2.787, 1.778], [3.114, -3.151, 0.638], [3.140, -4.389, -0.031], [2.185, -4.724, -0.948], [2.256, -6.260, -1.751], [1.130, -3.828, -1.243], [0.079, -4.064, -2.157], [-0.893, -3.122, -2.344], [-0.840, -1.921, -1.618], [0.130, -1.683, -0.767], [1.127, -2.602, -0.557], [2.126, -2.221, 0.385], [2.072, -1.026, 0.932], [3.939, -5.080, 0.197], [0.058, -4.999, -2.699], [-1.707, -3.280, -3.035], [-1.587, -1.147, -1.732], [0.316, 7.702, 0.151], [-0.214, 6.442, 0.003], [-1.031, 6.136, -1.091], [-1.593, 4.880, -1.215], [-1.352, 3.921, -0.244], [-0.537, 4.206, 0.849], [0.028, 5.456, 0.970], [-2.054, 2.327, -0.378], [-2.532, 1.976, 0.946], [-3.012, 2.308, -1.441], [-0.806, 1.299, -0.679], [-0.108, 1.530, -1.865], [-0.546, 2.416, -2.756], [0.167, 2.541, -3.867], [1.313, 1.806, -4.122], [1.723, 0.965, -3.103], [1.042, 0.843, -1.973], [0.323, 8.319, -0.641], [1.061, 7.831, 0.811], [-1.224, 6.891, -1.843], [-2.220, 4.632, -2.060], [-0.351, 3.448, 1.599], [0.659, 5.683, 1.820], [-0.195, 3.270, -4.584], [1.866, 1.910, -5.043], [2.636, 0.383, -3.176], [-2.191, -0.349, 2.097], [-1.066, -0.731, 2.086], [-2.607, 0.389, 1.480], [2.378, 0.349, 3.625], [1.012, 0.613, 3.334], [0.174, 1.239, 4.302], [0.769, 1.218, 1.961], [0.118, -1.471, 3.083]], "forces_ev_per_angstrom": [[0.102, 0.784, 0.085], [-0.020, 0.038, 0.005], [0.063, -0.101, -0.048], [0.029, 0.036, 0.056], [-0.045, -0.014, -0.050], [0.006, 0.011, 0.012], [0.003, -0.017, 0.009], [0.037, -0.055, -0.003], [0.009, 0.069, 0.052], [-0.083, -0.028, -0.087], [-0.116, 0.182, -0.046], [0.032, 0.040, 0.050], [-0.091, 0.094, -0.144], [-0.364, -0.538, -0.040], [-0.007, -0.011, -0.011], [-0.013, 0.003, -0.001], [0.004, -0.011, -0.002], [0.017, 0.020, 0.015], [-0.059, 0.057, 0.060], [0.037, -0.044, 0.002], [-0.010, -0.004, -0.004], [-0.036, 0.029, -0.004], [0.097, -0.004, 0.000], [-0.015, -0.021, 0.001], [-0.011, 0.023, -0.028], [-0.344, 0.004, 0.257], [0.083, -0.236, -0.009], [-0.016, -0.062, 0.000], [0.234, -0.325, -0.494], [0.214, 0.132, 0.338], [0.008, -0.065, -0.128], [-0.019, 0.025, -0.002], [0.025, -0.015, 0.010], [0.000, 0.074, 0.028], [-0.087, -0.170, -0.001], [0.023, -0.020, -0.022], [0.027, -0.005, -0.022], [-0.003, 0.009, 0.006], [0.005, -0.012, 0.008], [-0.006, -0.004, -0.002], [-0.005, 0.005, 0.004], [-0.019, 0.002, 0.005], [0.015, -0.004, 0.010], [0.005, 0.017, -0.003], [-0.503, 0.191, -0.351], [0.759, -0.237, 0.037], [0.134, -0.113, 0.116], [0.024, -0.039, 0.010], [-0.153, -0.045, -0.278], [0.018, -0.012, 0.045], [0.021, -0.106, 0.201], [-0.005, 0.472, 0.358]], "e_lumo_ev": -1.1991, "gap_ha": 0.261, "total_charge": 0}



| no. | E (a.u.) |
| --- | --- |
| 1 | -12030.89891 |
| 2 | -4095.73359 |
| 3 | -6504.06416 |
| 4 | -4964.96239 |
| 5 | -3784.77591 |